ORCA calculation (ωB97M-V/def2-TZVPD) on a cluster of 2 separate species, C2H5NO2 in total.

XYZ file:
```
10
C2H5NO2 | the OMol25 dataset | ωB97M-V/def2-TZVPD
O 1.593 0.432 1.019
C 2.277 -0.260 0.309
H 3.114 0.127 -0.296
H 2.069 -1.322 0.160
C -1.187 0.242 -0.254
N -1.645 -0.899 0.153
O -1.225 0.667 -1.432
H -0.816 0.976 0.490
H -1.950 -1.124 1.090
H -1.890 -1.572 -0.569
```

Values from the calculation:
- HOMO-LUMO gap (spin up / spin down) (eV) = 9.307 / 4.544
- multiplicity = 2
- LUMO (spin up / spin down) (eV) = -5.0 / -9.7
- ΔE to the lowest compared entry with this formula, charge and spin (kJ/mol) = 147.7
- total charge = +1

Atom charges from the Mulliken analysis, given in e for atoms 1 to 2:
1 O -0.4086
2 C -0.0723